{"formula": "C37H110N6O19", "method": "ωB97M-V/def2-TZVPD", "orbital_gap_ev": 8.7, "e_tot_ev": -87985.954, "e_above_lowest_kj_mol": 215.62, "lumo_ev": -0.01, "homo_energy_ev": -8.72, "elements": ["C", "O", "H", "H", "H", "H", "C", "O", "H", "H", "H", "H", "C", "O", "H", "H", "H", "H", "C", "O", "H", "H", "H", "H", "C", "O", "H", "H", "H", "H", "C", "C", "C", "O", "C", "N", "H", "H", "H", "H", "H", "H", "H", "H", "H", "H", "H", "C", "C", "C", "O", "C", "N", "H", "H", "H", "H", "H", "H", "H", "H", "H", "H", "H", "C", "C", "C", "O", "C", "N", "H", "H", "H", "H", "H", "H", "H", "H", "H", "H", "H", "C", "C", "C", "O", "C", "N", "H", "H", "H", "H", "H", "H", "H", "H", "H", "H", "H", "C", "C", "C", "O", "C", "N", "H", "H", "H", "H", "H", "H", "H", "H", "H", "H", "H", "C", "C", "C", "O", "C", "N", "H", "H", "H", "H", "H", "H", "H", "H", "H", "H", "H", "C", "C", "O", "O", "H", "H", "H", "H", "H", "H", "C", "C", "O", "O", "H", "H", "H", "H", "H", "H", "C", "C", "O", "O", "H", "H", "H", "H", "H", "H", "C", "C", "O", "O", "H", "H", "H", "H", "H", "H"], "xyz": [[2.27, 20.78, -1.31], [0.96, 20.26, -1.04], [2.53, 21.09, -2.32], [2.49, 21.61, -0.64], [2.92, 19.96, -1.03], [0.94, 19.98, -0.12], [3.26, 29.14, 2.23], [3.93, 28.92, 1.02], [2.32, 28.61, 2.14], [3.74, 28.74, 3.13], [3.07, 30.20, 2.41], [3.65, 29.53, 0.34], [3.75, 19.36, -4.64], [2.94, 18.38, -5.26], [3.17, 20.28, -4.53], [4.27, 18.99, -3.75], [4.56, 19.54, -5.36], [3.44, 17.57, -5.30], [1.27, 25.36, -5.23], [0.03, 24.65, -4.95], [1.13, 26.19, -5.93], [1.73, 25.80, -4.35], [2.08, 24.76, -5.64], [0.19, 23.71, -5.02], [1.51, 21.57, -6.56], [0.69, 21.92, -5.42], [2.53, 21.89, -6.31], [1.60, 20.50, -6.69], [1.19, 22.12, -7.44], [0.70, 21.16, -4.83], [9.74, 23.03, 3.55], [9.67, 24.52, 3.31], [8.28, 25.05, 2.93], [7.94, 24.56, 1.65], [6.69, 25.17, 1.15], [10.13, 25.16, 4.54], [9.40, 22.40, 2.72], [9.20, 22.79, 4.46], [10.76, 22.72, 3.75], [10.28, 24.76, 2.44], [8.23, 26.13, 3.06], [7.51, 24.73, 3.62], [6.89, 26.18, 0.81], [5.78, 25.01, 1.71], [6.44, 24.61, 0.25], [9.79, 26.12, 4.52], [9.73, 24.79, 5.39], [3.16, 32.76, 0.45], [2.30, 31.83, -0.43], [1.47, 32.58, -1.49], [0.72, 33.65, -0.91], [0.00, 34.35, -1.92], [3.13, 30.80, -0.99], [2.52, 33.43, 1.02], [3.66, 33.41, -0.27], [3.86, 32.25, 1.11], [1.61, 31.31, 0.24], [0.83, 31.84, -1.97], [2.12, 33.13, -2.18], [0.66, 34.97, -2.53], [-0.75, 35.03, -1.52], [-0.48, 33.69, -2.64], [3.53, 31.23, -1.81], [2.52, 30.05, -1.30], [3.00, 24.43, 0.64], [3.21, 25.37, -0.50], [3.08, 24.70, -1.87], [4.02, 23.71, -2.08], [4.06, 23.34, -3.48], [2.26, 26.44, -0.21], [3.89, 23.83, 0.83], [2.18, 23.74, 0.40], [2.81, 24.87, 1.62], [4.19, 25.83, -0.49], [3.16, 25.57, -2.51], [2.09, 24.25, -1.95], [3.18, 22.82, -3.86], [4.90, 22.69, -3.70], [4.15, 24.26, -4.06], [2.41, 27.25, -0.80], [2.56, 26.72, 0.71], [-1.50, 29.05, 2.98], [-0.86, 27.83, 2.31], [-0.18, 26.88, 3.25], [0.86, 27.51, 4.00], [1.76, 26.64, 4.68], [-1.99, 27.17, 1.64], [-0.76, 29.56, 3.59], [-2.31, 28.79, 3.67], [-1.97, 29.77, 2.32], [-0.08, 28.12, 1.61], [0.18, 25.98, 2.75], [-0.96, 26.58, 3.95], [2.31, 25.95, 4.03], [1.36, 26.04, 5.50], [2.52, 27.27, 5.12], [-1.49, 26.50, 1.07], [-2.50, 27.78, 1.02], [8.83, 21.52, -4.65], [7.44, 20.89, -4.37], [7.46, 19.38, -4.56], [7.60, 19.11, -5.94], [7.05, 17.89, -6.35], [7.02, 21.10, -2.99], [8.80, 22.61, -4.59], [9.06, 21.29, -5.69], [9.62, 21.12, -4.02], [6.69, 21.34, -5.02], [6.58, 18.87, -4.17], [8.19, 18.88, -3.91], [5.96, 17.95, -6.32], [7.31, 16.96, -5.84], [7.28, 17.71, -7.40], [7.76, 20.98, -2.31], [6.69, 22.05, -2.95], [-4.13, 23.68, 4.68], [-3.18, 24.50, 3.83], [-2.71, 23.69, 2.57], [-1.81, 22.61, 2.86], [-1.14, 22.15, 1.65], [-3.89, 25.62, 3.36], [-5.04, 23.40, 4.15], [-4.32, 24.20, 5.62], [-3.56, 22.80, 4.96], [-2.29, 24.78, 4.39], [-2.30, 24.32, 1.78], [-3.50, 23.22, 1.99], [-0.60, 22.95, 1.15], [-1.90, 21.81, 0.94], [-0.42, 21.35, 1.85], [-4.31, 25.97, 4.21], [-3.21, 26.32, 3.10], [6.10, 24.65, -7.86], [4.82, 23.98, -7.24], [5.14, 22.84, -6.43], [5.63, 25.77, -8.63], [6.53, 23.90, -8.53], [6.92, 24.81, -7.17], [4.12, 23.62, -8.00], [4.17, 24.65, -6.68], [5.67, 22.27, -7.00], [5.02, 25.44, -9.29], [0.92, 28.70, -3.01], [-0.05, 28.93, -1.79], [-1.32, 29.09, -2.33], [2.25, 28.63, -2.51], [0.88, 29.60, -3.62], [0.75, 27.78, -3.58], [0.26, 29.70, -1.09], [-0.01, 28.02, -1.18], [-1.79, 29.82, -1.92], [2.84, 28.77, -3.26], [-0.48, 25.11, -1.57], [-1.93, 25.16, -2.17], [-2.83, 24.34, -1.49], [-0.39, 25.69, -0.27], [0.20, 25.66, -2.23], [0.04, 24.16, -1.48], [-1.94, 24.84, -3.21], [-2.34, 26.16, -2.20], [-3.24, 24.89, -0.83], [0.50, 26.03, -0.16], [5.76, 21.44, 1.48], [5.90, 22.01, 2.92], [4.81, 21.64, 3.76], [5.87, 20.04, 1.39], [6.49, 21.90, 0.82], [4.76, 21.52, 1.06], [5.89, 23.09, 2.83], [6.86, 21.78, 3.38], [4.74, 22.22, 4.52], [5.80, 19.85, 0.45]]}